Entry 1:
Below is a molecular structure, C22H20N8O3RuSSe, with properties calculated with ωB97M-V with the def2-TZVPD basis set.

Geometry as ORCA input:
```
! wB97M-V def2-TZVPD RIJCOSX def2/J DEFGRID3
* xyz 1 2
Ru 0.622 0.270 0.243
O -0.193 -3.682 0.493
C -0.064 -2.517 0.211
O 0.711 -1.661 0.823
C -0.795 -1.935 -0.988
C -1.572 -2.728 -1.805
C -2.238 -2.140 -2.869
C -2.114 -0.773 -3.063
C -1.315 -0.041 -2.203
N -0.656 -0.615 -1.193
H -1.639 -3.784 -1.582
H -2.848 -2.735 -3.536
H -2.629 -0.272 -3.870
H -1.197 1.028 -2.312
N -1.067 3.221 -0.119
C -0.013 3.159 -0.926
N 0.236 4.188 -1.724
C 1.308 4.082 -2.498
N 1.594 5.085 -3.324
N 2.154 3.018 -2.518
C 1.833 2.055 -1.704
N 0.740 2.022 -0.911
C 2.745 0.892 -1.611
C 3.902 0.809 -2.358
C 4.749 -0.270 -2.152
C 4.412 -1.209 -1.193
C 3.232 -1.064 -0.484
N 2.409 -0.042 -0.704
H -1.540 4.106 -0.060
H -1.203 2.503 0.581
H 1.021 5.911 -3.316
H 2.424 5.044 -3.887
H 4.118 1.593 -3.068
H 5.664 -0.366 -2.721
H 5.050 -2.055 -0.981
H 2.923 -1.769 0.274
Se 1.895 0.689 2.361
C 1.896 2.490 2.006
N 1.843 3.578 1.622
C -2.976 1.024 3.141
S -2.447 0.097 1.705
O -1.125 0.806 1.379
C -2.101 -1.455 2.475
C -2.917 -2.514 2.101
C -2.728 -3.747 2.708
C -1.719 -3.902 3.646
C -0.898 -2.834 3.996
C -1.090 -1.594 3.418
H -2.167 1.028 3.869
H -3.862 0.533 3.542
H -3.218 2.033 2.816
H -3.685 -2.375 1.350
H -3.353 -4.585 2.435
H -1.559 -4.870 4.103
H -0.104 -2.975 4.716
H -0.448 -0.755 3.662
*
```

Results
⟨S²⟩: 0.76
Orbital gap (spin up / spin down), eV: 7.5 / 6.6
ΔE to the lowest compared entry with this formula, charge and spin, kcal/mol: 5.5

=====

Entry 2:
Below is a molecular structure, C22H21AlF3N7O3S3, with properties calculated with ωB97M-V with the def2-TZVPD basis set.

Geometry as ORCA input:
```
! wB97M-V def2-TZVPD RIJCOSX def2/J DEFGRID3
* xyz 2 1
Al 0.006 -0.010 0.220
N 1.714 -0.629 2.399
N 1.947 0.574 3.071
C 1.249 1.689 2.794
N 1.655 2.802 3.373
S -0.177 1.739 1.841
H 1.499 -1.337 3.091
H 2.585 -0.887 1.943
H 2.881 0.692 3.438
H 2.463 2.844 3.977
H 1.157 3.659 3.200
C -2.229 -2.302 3.074
C -2.601 -3.414 2.331
C -2.248 -3.480 0.994
C -1.522 -2.444 0.434
N -1.131 -1.379 1.167
C -1.493 -1.314 2.459
C -1.095 -2.411 -0.984
C -1.471 -3.334 -1.942
C -1.033 -3.155 -3.247
C -0.234 -2.065 -3.553
C 0.095 -1.182 -2.544
N -0.324 -1.355 -1.286
H -2.509 -2.203 4.113
H -3.159 -4.220 2.790
H -2.536 -4.332 0.396
H -1.183 -0.429 2.994
H -2.096 -4.177 -1.686
H -1.327 -3.858 -4.017
H 0.135 -1.906 -4.557
H 0.703 -0.309 -2.732
S -3.598 4.251 -3.220
C -2.568 3.140 -2.366
C -3.090 1.865 -2.089
C -2.355 0.971 -1.361
N -1.115 1.232 -0.906
C -0.585 2.435 -1.219
C -1.263 3.394 -1.930
C -2.812 5.833 -2.943
C -3.315 6.645 -1.939
C -2.672 7.856 -1.705
N -1.603 8.254 -2.390
C -1.154 7.477 -3.373
C -1.733 6.257 -3.703
H -4.082 1.599 -2.433
H -2.772 0.002 -1.106
H 0.428 2.621 -0.885
H -0.773 4.334 -2.133
H -4.180 6.348 -1.359
H -3.029 8.530 -0.934
H -0.297 7.846 -3.925
H -1.359 5.673 -4.535
F 4.840 0.970 -2.153
C 3.699 0.380 -1.911
F 2.824 0.666 -2.885
F 3.859 -0.940 -1.841
S 2.984 0.938 -0.298
O 3.790 0.333 0.719
O 2.802 2.352 -0.307
O 1.636 0.219 -0.417
*
```

Results
Orbital gap, eV: 7.2

=====

Per-record energy, eV: -119963.511, -86975.413
Per-record strongest force on any atom, eV Å⁻¹: 0.708, 0.722